No. 1
Entry from the Open Molecules 2025 dataset: a structure of composition C30H30BBrN10NiS at a distorted geometry (the ωB97M-V functional and the def2-TZVPD basis).

E_HOMO (spin up / spin down)   -10.95 / -11.01 eV
2S+1   2
Strongest force on any atom   1.5 eV Å⁻¹
Total charge   +1
ΔE to the lowest compared entry with this formula, charge and spin   23.8 kcal per mole
HOMO-LUMO gap (spin up / spin down)   6.045 / 7.745 eV

Cartesian coordinates (Å):
Ni (-0.078300, -0.017600, -0.066600)
C (-1.373100, -1.970600, 2.780000)
C (-0.481700, -0.798400, 2.983500)
C (-0.117600, -0.232500, 4.210500)
C (0.712400, 0.819800, 3.894100)
N (0.837400, 0.872300, 2.559500)
N (0.107100, -0.109800, 1.999900)
B (1.734500, 1.828300, 1.728300)
N (0.810300, 2.678300, 0.820800)
C (0.697000, 4.008700, 0.683700)
C (-0.254200, 4.277300, -0.265700)
C (-0.709600, 3.030100, -0.696600)
C (-1.755200, 2.882200, -1.742400)
N (-0.052500, 2.075800, -0.031100)
N (2.597900, 0.931500, 0.809100)
C (3.936500, 0.879700, 0.719000)
C (4.269900, -0.090200, -0.196200)
C (3.048200, -0.598300, -0.650900)
C (2.863400, -1.645600, -1.686700)
N (2.049400, 0.033100, -0.026800)
N (2.658800, 2.582500, 2.681300)
C (2.934900, 3.881300, 2.955800)
C (3.904100, 3.923600, 3.923500)
C (4.197200, 2.579000, 4.213600)
C (5.191300, 2.091300, 5.197900)
N (3.440400, 1.806800, 3.459600)
H (-1.826200, -2.257400, 3.724800)
H (-0.822900, -2.828700, 2.398800)
H (-2.161100, -1.740500, 2.065900)
H (-0.417900, -0.544300, 5.189800)
H (1.217600, 1.518400, 4.529700)
H (1.271400, 4.714100, 1.237900)
H (-0.581800, 5.236000, -0.605800)
H (-2.058300, 3.873600, -2.071200)
H (-2.633500, 2.367700, -1.361500)
H (-1.376200, 2.347000, -2.608700)
H (4.570000, 1.509600, 1.309100)
H (5.252400, -0.386100, -0.503500)
H (3.773600, -2.232200, -1.794700)
H (2.634700, -1.181300, -2.646100)
H (2.024900, -2.293000, -1.431300)
H (2.464600, 4.717900, 2.487900)
H (4.347300, 4.791500, 4.360100)
H (5.673500, 2.938300, 5.677700)
H (5.950700, 1.484700, 4.711200)
H (4.710500, 1.483000, 5.959400)
Br (-0.266700, -0.158600, -2.609800)
C (-2.194900, -0.210000, -2.594500)
C (-2.866800, -0.265800, -3.788500)
C (-4.265900, -0.269200, -3.785800)
C (-4.948600, -0.194600, -2.600300)
C (-4.271900, -0.096300, -1.371100)
C (-4.977500, 0.045300, -0.159400)
C (-4.305700, 0.283500, 1.006400)
C (-2.905500, 0.382100, 1.007400)
C (-2.161100, 0.111600, -0.120300)
C (-2.843400, -0.098700, -1.346400)
H (-2.328300, -0.293600, -4.722800)
H (-4.799200, -0.322100, -4.721400)
H (-6.026800, -0.180800, -2.585100)
H (-6.055900, 0.008400, -0.174700)
H (-4.841000, 0.412100, 1.934300)
H (-2.422000, 0.659600, 1.932100)
S (-0.400900, -2.609400, -0.607500)
C (-0.244300, -4.202200, -0.102000)
N (0.827500, -4.944500, -0.566300)
C (0.834700, -6.292800, -0.462700)
C (-0.191900, -6.920500, 0.182100)
C (-1.154000, -6.092500, 0.804300)
N (-1.166700, -4.793100, 0.650000)
H (1.581500, -4.458600, -1.037600)
H (1.672200, -6.818700, -0.898100)
H (-0.252200, -7.992400, 0.239900)
H (-1.925100, -6.506100, 1.441700)

Force components x, y, z for each atom (eV/Å):
0.44 0.66 0.88
0.03 -0.05 -0.20
0.14 0.16 0.31
0.02 0.12 -0.24
-0.15 -0.10 -0.11
0.07 0.35 0.49
-0.59 -0.33 -0.84
0.04 -0.50 0.06
0.20 0.56 0.23
-0.19 -0.01 -0.19
0.10 -0.26 0.11
0.16 0.62 0.14
-0.04 -0.17 -0.01
-0.29 -0.91 -0.27
0.45 0.31 0.10
-0.08 -0.12 -0.12
-0.26 0.06 -0.05
0.29 0.16 0.26
-0.26 -0.01 -0.05
-0.89 -0.41 -0.52
-0.10 0.42 -0.07
0.18 0.42 0.19
-0.20 -0.01 -0.22
-0.55 0.66 -0.55
0.01 -0.29 0.02
0.34 -1.38 0.34
-0.03 0.03 0.08
0.00 -0.01 -0.04
-0.02 -0.17 -0.03
-0.07 -0.11 0.16
0.14 0.08 0.04
0.13 -0.03 0.12
-0.08 0.23 -0.09
0.01 0.01 0.02
-0.05 0.03 -0.05
-0.07 -0.02 -0.06
-0.01 0.12 0.15
0.16 -0.06 -0.06
0.02 0.03 -0.03
0.06 -0.08 -0.15
0.05 0.03 -0.06
-0.07 0.05 -0.06
0.09 0.32 0.11
0.05 0.00 0.06
0.10 -0.07 0.01
0.02 -0.08 0.11
-0.45 0.19 0.02
-0.07 -0.04 -0.44
0.67 -0.05 0.38
-0.45 0.03 0.35
0.17 -0.06 -0.45
0.38 -0.03 0.25
0.13 0.12 0.34
-0.37 -0.07 -0.49
1.44 -0.03 -0.19
-1.12 -0.05 0.63
0.63 -0.05 -0.37
0.09 -0.06 -0.06
-0.04 0.00 -0.09
-0.15 -0.04 -0.04
-0.12 -0.03 -0.01
-0.02 0.08 0.08
0.14 -0.04 0.07
0.05 0.04 -0.33
0.64 0.54 -0.27
-0.50 -0.29 0.36
-0.17 -0.02 0.10
-0.09 0.17 0.09
0.47 -0.17 -0.38
-0.49 -0.25 0.52
-0.18 0.03 0.02
0.01 0.04 -0.04
0.12 -0.12 0.06
-0.03 -0.10 0.00


No. 2
Entry from the Open Molecules 2025 dataset: a structure of composition C30H30BBrN10NiS (the ωB97M-V functional and the def2-TZVPD basis).

E_HOMO (spin up / spin down)   -10.30 / -9.50 eV
2S+1   2
Strongest force on any atom   0.3 eV Å⁻¹
Total charge   +1
ΔE to the lowest compared entry with this formula, charge and spin   3.5 kcal per mole
HOMO-LUMO gap (spin up / spin down)   6.283 / 5.480 eV

Cartesian coordinates (Å):
Ni (0.062004, 0.291073, 0.456033)
C (0.549124, 2.233901, 3.497828)
C (1.020725, 2.738570, 2.175084)
C (1.855813, 3.827847, 1.888292)
C (1.996841, 3.814888, 0.519243)
N (1.265093, 2.798572, 0.023808)
N (0.680790, 2.124402, 1.050737)
B (1.151947, 2.259313, -1.434195)
N (2.085173, 0.990632, -1.484995)
C (3.249134, 0.786090, -2.124442)
C (3.903162, -0.266973, -1.512422)
C (3.059413, -0.651251, -0.458851)
C (3.324508, -1.622025, 0.645415)
N (1.954964, 0.092218, -0.471546)
N (-0.333943, 1.919194, -1.755339)
C (-1.098557, 2.474028, -2.716536)
C (-2.401594, 2.084381, -2.513184)
C (-2.360394, 1.268755, -1.371727)
C (-3.485095, 0.589038, -0.661996)
N (-1.111333, 1.174301, -0.933034)
N (1.592522, 3.315089, -2.427790)
C (1.253915, 4.630128, -2.428750)
C (1.522399, 5.137625, -3.671046)
C (2.011056, 4.036620, -4.408935)
C (2.452929, 4.001171, -5.834705)
N (2.033952, 2.947290, -3.662091)
H (0.498476, 3.044298, 4.222493)
H (-0.440503, 1.787698, 3.403608)
H (1.228583, 1.475726, 3.893216)
H (2.292175, 4.522256, 2.584047)
H (2.569341, 4.456750, -0.126765)
H (3.527081, 1.413857, -2.952235)
H (4.879464, -0.652263, -1.753096)
H (4.166962, -1.273363, 1.243621)
H (2.460054, -1.702409, 1.301628)
H (3.589108, -2.621380, 0.294467)
H (-0.671318, 3.112040, -3.471543)
H (-3.264367, 2.355805, -3.095390)
H (-4.329021, 1.269625, -0.554239)
H (-3.840050, -0.288465, -1.205734)
H (-3.168281, 0.275589, 0.334276)
H (0.830152, 5.102020, -1.558865)
H (1.392762, 6.152490, -4.004449)
H (3.107554, 4.842169, -6.061323)
H (2.988014, 3.075839, -6.038345)
H (1.597826, 4.057588, -6.510010)
Br (-0.141995, -1.355062, 2.340579)
C (-1.888595, -2.132652, 2.379327)
C (-2.410436, -2.209799, 3.639099)
C (-3.671310, -2.785701, 3.868063)
C (-4.372187, -3.277524, 2.813208)
C (-3.855758, -3.206522, 1.497249)
C (-4.642892, -3.742436, 0.448161)
C (-4.224147, -3.707886, -0.844109)
C (-2.988714, -3.107952, -1.132323)
C (-2.188107, -2.588034, -0.146810)
C (-2.582375, -2.616590, 1.231688)
H (-1.838540, -1.824158, 4.471134)
H (-4.063915, -2.835157, 4.873799)
H (-5.343023, -3.732980, 2.957430)
H (-5.598582, -4.180602, 0.705644)
H (-4.829184, -4.112873, -1.642658)
H (-2.663700, -3.033588, -2.161819)
S (-0.759623, -1.767297, -0.818360)
C (0.382250, -3.058370, -0.928531)
N (1.494613, -2.773760, -1.654195)
C (2.460043, -3.687063, -1.859146)
C (2.303487, -4.939025, -1.334533)
C (1.146067, -5.163759, -0.581032)
N (0.210089, -4.248855, -0.378914)
H (1.630531, -1.822771, -1.991559)
H (3.315914, -3.360694, -2.432462)
H (3.048048, -5.705555, -1.476944)
H (0.972781, -6.127486, -0.117401)

Force components x, y, z for each atom (eV/Å):
-0.02 -0.24 0.08
0.00 0.00 -0.01
-0.01 -0.03 -0.01
0.04 0.00 -0.04
0.00 0.00 0.03
-0.07 -0.02 0.00
0.05 0.14 -0.11
-0.06 0.03 0.11
-0.01 -0.10 -0.09
0.02 0.01 0.04
-0.03 -0.03 -0.04
0.14 0.13 0.11
0.00 -0.02 0.01
0.01 0.06 0.03
0.05 0.03 -0.02
-0.04 0.01 -0.03
0.03 -0.06 -0.02
-0.02 -0.04 0.02
0.01 0.03 0.00
-0.02 0.19 0.05
0.02 0.02 -0.02
0.02 0.00 0.00
-0.03 -0.01 0.02
0.01 0.00 -0.02
-0.01 0.00 0.01
0.01 -0.02 -0.01
0.00 0.01 0.01
0.00 -0.01 0.00
0.00 0.01 0.00
0.01 0.02 0.01
0.00 0.02 -0.02
-0.01 0.00 -0.01
0.02 0.00 0.00
-0.01 0.01 0.02
-0.03 -0.02 -0.01
0.01 0.00 -0.06
0.02 0.01 -0.01
-0.01 0.01 -0.01
-0.01 0.00 0.02
0.00 0.00 -0.02
0.01 0.00 -0.01
-0.01 0.01 0.03
0.00 0.02 -0.01
0.01 0.00 0.00
0.00 -0.01 0.00
0.00 0.01 0.00
-0.03 0.02 0.03
0.03 0.02 -0.03
-0.03 -0.01 0.00
0.03 0.01 0.00
0.00 0.00 -0.01
-0.03 -0.02 0.01
0.00 0.00 0.00
0.02 0.00 0.00
-0.02 -0.01 0.02
0.00 -0.06 -0.01
0.01 0.00 0.00
0.00 0.00 0.01
0.00 0.00 0.01
-0.01 -0.01 0.00
-0.01 0.00 0.00
0.00 0.00 -0.01
0.00 0.00 -0.01
-0.06 0.02 0.02
0.12 -0.05 -0.10
-0.10 -0.19 -0.01
-0.09 0.00 0.03
-0.04 0.02 0.04
0.04 0.01 -0.03
0.02 -0.01 -0.02
0.04 0.07 0.01
0.01 0.03 -0.01
0.01 -0.01 -0.02
0.00 -0.01 0.02


No. 3
Entry from the Open Molecules 2025 dataset: a structure of composition C30H30BF2N7S3Sc at a distorted geometry (the ωB97M-V functional and the def2-TZVPD basis).

E_HOMO   -10.59 eV
Strongest force on any atom   1.1 eV Å⁻¹
Total charge   +1
ΔE to the lowest compared entry with this formula, charge and spin   15.9 kcal per mole
HOMO-LUMO gap   7.923 eV

Cartesian coordinates (Å):
Sc (0.697932, -0.380293, -0.509658)
C (-2.395068, 2.654518, -0.437218)
C (-1.738044, 2.010433, 0.754217)
C (-2.501512, 1.348375, 1.700185)
C (-1.916537, 0.719540, 2.796446)
C (-2.766855, -0.053737, 3.769012)
C (-0.538667, 0.803425, 2.956949)
C (0.259092, 1.505032, 2.054989)
C (1.710575, 1.760861, 2.390125)
C (-0.351454, 2.055875, 0.925091)
H (-3.045388, 3.471534, -0.118700)
H (-3.017282, 1.935286, -0.976625)
H (-1.661751, 3.059947, -1.135257)
H (-3.579517, 1.295982, 1.573109)
H (-3.031454, -1.025600, 3.341334)
H (-3.701452, 0.467276, 3.977170)
H (-2.247440, -0.226451, 4.710981)
H (-0.075327, 0.368955, 3.838748)
H (1.769701, 2.310876, 3.330563)
H (2.207897, 2.356650, 1.628262)
H (2.269998, 0.831457, 2.527783)
H (0.229422, 2.681624, 0.259433)
S (-1.700991, -1.429453, 0.061224)
C (-1.820637, -0.843293, -1.534276)
N (-0.824872, -0.155123, -2.078893)
C (-1.032718, 0.093044, -3.439687)
C (-0.130586, 0.686549, -4.315756)
C (-0.505924, 0.863552, -5.635462)
C (-1.762004, 0.453855, -6.086100)
C (-2.655900, -0.161474, -5.226358)
C (-2.272541, -0.344252, -3.903788)
S (-3.134227, -1.151214, -2.614402)
H (0.858906, 0.959805, -3.969249)
H (0.190184, 1.310095, -6.334027)
H (-2.033912, 0.600946, -7.123628)
H (-3.621089, -0.505191, -5.577014)
S (1.381891, -3.594743, 2.998934)
C (2.780723, -3.530777, 2.018489)
C (2.680900, -2.499827, 1.152386)
N (1.517436, -1.759376, 1.262051)
C (0.746426, -2.245370, 2.203254)
H (3.584751, -4.243466, 2.118542)
H (3.420752, -2.246946, 0.406608)
H (-0.212448, -1.822304, 2.469037)
C (1.165414, 3.118632, -2.212456)
C (2.303383, 2.393387, -1.578209)
N (2.226948, 1.251043, -0.915724)
C (3.518923, 0.929570, -0.515481)
C (4.364429, 1.900190, -0.917915)
N (3.580233, 2.816802, -1.597134)
C (4.074637, 4.086582, -2.147015)
N (4.899039, 4.760914, -1.203067)
N (6.259637, 4.634147, -1.287424)
N (6.784289, 5.162755, -0.254339)
C (5.770933, 5.634363, 0.570077)
C (5.831672, 6.270518, 1.811329)
C (4.634501, 6.600207, 2.407556)
C (3.399333, 6.309577, 1.792514)
C (3.326462, 5.685805, 0.565568)
C (4.548155, 5.363020, -0.030187)
H (0.261958, 2.522074, -2.125331)
H (1.350152, 3.294089, -3.273156)
H (0.989750, 4.086716, -1.736049)
H (3.744585, 0.038097, 0.049451)
H (5.430216, 2.021039, -0.804955)
H (3.216654, 4.701974, -2.398880)
H (4.669011, 3.904657, -3.036029)
H (6.785800, 6.494199, 2.272531)
H (4.635763, 7.096627, 3.369434)
H (2.484459, 6.591804, 2.299665)
H (2.373516, 5.480486, 0.090066)
F (1.371360, -3.037487, -2.412276)
B (1.695643, -1.789256, -2.076532)
F (2.661653, -1.255835, -2.859054)

Force components x, y, z for each atom (eV/Å):
-0.91 0.07 0.67
-0.04 -0.01 0.04
-0.01 -0.15 -0.20
-0.09 -0.05 0.04
-0.06 0.00 0.07
0.04 0.00 -0.11
-0.02 0.00 0.06
0.10 -0.02 -0.01
-0.11 -0.07 -0.02
0.00 0.26 0.22
0.01 -0.01 -0.03
0.04 0.02 0.02
-0.04 0.00 0.04
0.07 0.01 0.01
0.00 0.02 0.02
0.03 0.00 0.01
0.00 0.01 -0.01
-0.03 0.02 -0.01
0.02 -0.01 0.00
0.02 0.02 -0.07
-0.01 0.01 -0.02
0.09 -0.03 -0.04
0.38 0.06 -0.01
0.12 0.04 -0.19
0.28 0.06 -0.12
0.00 0.06 0.22
0.06 0.00 0.01
0.04 -0.01 0.02
-0.05 -0.01 0.00
-0.02 -0.01 -0.01
-0.10 -0.07 0.04
-0.05 0.06 -0.05
-0.02 -0.01 -0.04
-0.02 -0.01 0.02
0.01 -0.01 0.05
0.05 0.02 0.00
0.01 -0.05 0.07
-0.01 -0.08 0.11
-0.08 0.15 -0.05
0.09 0.22 -0.51
0.08 -0.01 0.11
-0.07 0.05 -0.01
-0.07 0.01 0.00
0.04 -0.03 -0.08
0.11 0.03 0.01
-0.05 0.00 0.08
-0.03 -0.61 0.06
-0.19 0.09 0.06
0.00 0.08 -0.19
0.28 0.22 0.05
-0.02 -0.11 0.10
-0.01 -0.16 -0.22
-0.15 0.23 0.40
-0.15 -0.06 -0.07
0.18 -0.03 -0.01
0.04 0.07 0.08
0.09 0.00 0.00
-0.01 -0.02 -0.02
-0.04 0.04 -0.03
0.02 -0.05 -0.04
-0.03 -0.03 -0.01
-0.01 0.00 0.02
0.01 -0.03 0.01
-0.03 0.06 -0.06
-0.09 0.05 -0.02
-0.09 0.02 -0.06
0.08 -0.03 -0.08
-0.07 -0.02 -0.02
-0.01 -0.02 -0.04
0.04 -0.02 -0.03
0.06 0.00 0.04
0.01 0.03 0.02
0.34 -0.16 -0.31
-0.06 -0.12 -0.01


Question: What is the ΔE to the lowest compared entry with this formula, charge and spin in the second record?
Answer: 3.5 kcal per mole


Question: strongest force on any atom of number 2 (C30H30BBrN10NiS)?
Answer: 0.3 eV Å⁻¹


Question: Which value of strongest force on any atom does entry 1 give?
Answer: 1.5 eV Å⁻¹